{"formula": "C2H6O2", "method": "ωB97M-V/def2-TZVPD", "gap_ev": 11.4, "e_homo_ev": -11.0, "charge": 0, "lumo_energy_ev": 0.411, "smiles": "O=CO.C", "fmax_ev_per_a": 1.11, "elements": ["O", "C", "O", "H", "H", "C", "H", "H", "H", "H"], "positions_angstrom": [[0.39065, -3.46012, 1.58257], [1.02011, -2.49757, 1.29170], [2.24770, -2.29669, 1.81969], [0.66811, -1.69960, 0.62465], [2.63102, -1.45938, 1.53411], [-1.35957, 2.25935, -1.36562], [-2.11439, 2.43147, -0.59551], [-0.44384, 2.11892, -0.80308], [-1.32908, 3.11772, -2.04148], [-1.71072, 1.48591, -2.04703]], "forces_ev_per_a": [[-0.295, -0.199, -0.162], [0.305, 0.056, 0.436], [0.049, 0.064, -0.056], [0.039, 0.058, -0.107], [-0.101, 0.024, -0.114], [-0.900, 0.631, -0.170], [-0.204, 0.055, -0.275], [0.339, -0.357, -0.576], [0.324, 0.287, 0.504], [0.444, -0.618, 0.519]]}